Record 1
# C4H6N2

C4H6N2 in the gas phase (the ωB97M-V functional and the def2-TZVPD basis, OMol25).

Geometry (Å):
C: 1.200168 0.806815 0.296524
C: -0.295109 0.771615 0.399805
N: -0.990186 1.406690 -0.609514
C: -1.257288 -0.045579 -0.387303
C: -0.548373 -1.064503 -1.054960
N: 0.111173 -2.056269 -0.703167
H: 1.526524 0.712062 -0.761141
H: 1.530186 1.792024 0.640508
H: 1.730342 0.058605 0.888786
H: 0.250535 -1.951882 0.312716
H: -0.402769 1.616279 -1.426488
H: -2.271193 -0.306419 -0.113450

Cartesian forces (eV/Å) of the 2 atoms listed first:
C 0.1 0.0 0.2
C 0.2 0.4 0.0

- Kohn-Sham gap (spin up / spin down) (eV) = 8.06 / 7.99
- highest occupied orbital energy (spin up / spin down) (eV) = -8.1 / -8.1

Record 2
# C25H28ClCuN3O3SeSi

A molecular structure, C25H28ClCuN3O3SeSi (the ωB97M-V functional and the def2-TZVPD basis, OMol25).

Geometry (Å):
Cu: 0.712936 -0.726792 -2.032648
C: -3.615435 -0.197262 -2.634747
Si: -1.987660 -0.510284 -3.522957
C: -1.647955 -2.340310 -3.375393
C: -2.260578 -0.133017 -5.347100
N: -0.643413 0.337207 -2.877475
C: -0.558613 1.697129 -2.765461
C: -1.564586 2.596029 -3.188201
C: -1.458350 3.970324 -3.049343
C: -0.324169 4.543027 -2.492722
C: 0.704929 3.699536 -2.087696
C: 0.583752 2.333303 -2.217103
O: 1.645056 1.495808 -1.894415
C: 2.372965 1.685935 -0.751664
C: 1.814931 2.181022 0.419763
C: 2.602079 2.257005 1.559445
C: 3.925946 1.836885 1.543193
C: 4.462611 1.331160 0.365883
C: 3.690843 1.253480 -0.783515
H: -4.382267 -0.877400 -3.017239
H: -3.983643 0.822862 -2.748735
H: -3.491230 -0.386410 -1.566106
H: -2.477583 -2.922961 -3.786143
H: -1.513031 -2.618390 -2.327221
H: -0.734830 -2.617337 -3.906275
H: -2.992021 -0.824873 -5.774831
H: -1.322855 -0.246609 -5.895693
H: -2.622006 0.882896 -5.516681
H: -2.459259 2.186330 -3.635665
H: -2.275704 4.598362 -3.384808
H: -0.231354 5.615126 -2.380080
H: 1.617066 4.108129 -1.668859
H: 0.773448 2.469269 0.430348
H: 2.166848 2.635182 2.477124
H: 4.529249 1.895899 2.439564
H: 5.487983 0.983013 0.341285
H: 4.074649 0.829613 -1.700823
Cl: 4.713845 -3.697296 -0.833628
C: 3.657113 -2.673299 0.211372
C: 2.258929 -2.520413 -0.395384
O: 1.345872 -3.185153 0.090262
O: 2.213212 -1.694601 -1.358491
H: 4.146883 -1.706710 0.290746
H: 3.596650 -3.170977 1.173606
C: -1.232851 -2.966365 2.044090
N: -1.178706 -1.701558 2.758937
C: -1.078717 -0.480385 2.157297
Se: -1.080712 -0.132130 0.377520
N: -0.958126 0.426041 3.172664
C: -0.978440 -0.198344 4.406013
C: -0.898698 0.276128 5.701081
C: -0.966692 -0.658795 6.728733
C: -1.113740 -2.018686 6.460063
C: -1.197563 -2.492435 5.155296
C: -1.122981 -1.561575 4.135464
H: -0.753109 -2.838653 1.076888
H: -2.267613 -3.288391 1.915969
H: -0.678927 -3.709441 2.615296
H: -0.873002 1.407963 2.978976
H: -0.785900 1.331882 5.908508
H: -0.905746 -0.322661 7.754986
H: -1.165242 -2.720639 7.281362
H: -1.314486 -3.546392 4.945362

Cartesian forces (eV/Å) of the 2 atoms listed first:
Cu 0.1 -0.3 -0.1
C -0.1 0.0 0.1

- net charge = -1
- Kohn-Sham gap (eV) = 6.24
- highest occupied orbital energy (eV) = -3.9

Record 3
# C5H8N2

C5H8N2 in the gas phase (the ωB97M-V functional and the def2-TZVPD basis, OMol25).

Geometry (Å):
C: 2.210382 0.535086 0.150441
C: 0.942648 0.376296 1.009621
C: -0.269350 -0.082978 0.247172
C: -0.670186 -0.031533 -1.089571
N: -1.853131 -0.741813 -1.128081
C: -2.181807 -1.069426 0.152580
N: -1.200125 -0.829386 0.972251
H: 2.198399 1.451695 -0.437304
H: 2.201602 -0.261462 -0.603416
H: 3.157869 0.541410 0.692824
H: 1.086174 -0.280698 1.866225
H: 0.722338 1.366901 1.407825
H: -0.531912 0.799920 -1.765708
H: -2.572133 -0.599824 -1.812678
H: -3.240775 -1.174187 0.337818

Cartesian forces (eV/Å) of the 2 atoms listed first:
C -0.3 -0.4 -0.6
C 0.3 0.8 -0.6

- Kohn-Sham gap (eV) = 9.42
- highest occupied orbital energy (eV) = -8.5
- SMILES string = CCc1c[nH]cn1

Record 4
# C8H12OPS

2 unconnected molecules or ions with the total composition C8H12OPS (the ωB97M-V functional and the def2-TZVPD basis, OMol25).

Geometry (Å):
C: 3.080830 1.889471 0.152650
C: 2.408789 2.070728 -1.075566
C: 2.578131 0.936933 1.097040
C: 1.181802 1.415018 -1.339528
C: 1.401648 0.305019 0.805697
C: 0.725121 0.521402 -0.404564
C: -1.199926 -1.777510 1.572631
C: -1.303174 -1.813980 -0.016307
O: -1.080958 -0.140699 -2.260267
P: -1.007235 -0.090827 -0.648289
S: -4.690109 -0.151602 -0.718507
H: 3.880836 2.538179 0.392522
H: 2.748968 2.856851 -1.647530
H: 3.185770 0.623408 1.910663
H: 0.545863 1.696803 -2.136694
H: 1.047828 -0.505770 1.436694
H: -1.571451 -0.793940 2.065463
H: -1.960894 -2.463062 1.953965
H: -0.203485 -2.024412 1.869319
H: -2.341304 -2.017310 -0.289058
H: -0.792434 -2.549350 -0.656765
H: -1.824348 -0.697325 -2.578240
H: -4.810274 0.171984 0.514671

Cartesian forces (eV/Å) of the 2 atoms listed first:
C -2.2 -1.3 -0.4
C -1.0 -1.3 2.4

- net charge = +1
- Kohn-Sham gap (spin up / spin down) (eV) = 6.62 / 6.85
- highest occupied orbital energy (spin up / spin down) (eV) = -13.4 / -12.9

Record 5
# C4H4NP

C4H4NP in the gas phase (the ωB97M-V functional and the def2-TZVPD basis, OMol25).

Geometry (Å):
C: -0.208219 0.950310 -1.097283
C: -0.998868 0.190553 0.083530
C: 0.418624 0.098016 -0.249413
C: -1.607038 1.275310 -0.822380
N: 1.566495 -0.398669 0.114248
P: 1.881399 -1.233105 1.603466
H: -1.871119 2.097152 -0.211163
H: -2.333541 1.140298 -1.688219
H: 2.478022 -2.227216 0.870198
H: 0.674245 -1.892648 1.397017

Cartesian forces (eV/Å) of the 2 atoms listed first:
C -2.0 0.1 1.1
C 0.5 1.2 -2.8

- Kohn-Sham gap (eV) = 7.74
- highest occupied orbital energy (eV) = -8.2
- SMILES string = PN=c1c2c1C2

Record 6
# C39H29N7O6SeTa

A molecular structure, C39H29N7O6SeTa (the ωB97M-V functional and the def2-TZVPD basis, OMol25).

Geometry (Å):
Ta: -0.183500 0.058900 -0.267200
O: -0.559800 1.499500 1.025500
C: -1.677000 2.211900 1.019300
C: -2.480200 2.306400 2.161100
C: -3.690700 2.963300 2.118400
C: -4.090800 3.635400 0.965200
C: -3.295600 3.604600 -0.154900
C: -2.109500 2.853000 -0.177200
C: -1.358100 2.751900 -1.390800
N: -0.512800 1.795700 -1.612200
N: 0.262900 1.795300 -2.704300
C: 1.289600 0.992800 -2.571500
O: 1.468300 0.347900 -1.461000
C: 2.270900 0.857000 -3.652500
C: 2.022100 1.415700 -4.906100
C: 2.948700 1.282100 -5.921600
C: 4.134400 0.597100 -5.701200
C: 4.389000 0.040200 -4.457200
C: 3.466100 0.166200 -3.436400
H: -2.160500 1.784700 3.052000
H: -4.342200 2.933600 2.977700
H: -5.031000 4.161000 0.945500
H: -3.607900 4.096800 -1.064300
H: -1.473400 3.530200 -2.144000
H: 1.099500 1.951500 -5.053300
H: 2.748200 1.710100 -6.891500
H: 4.858700 0.496700 -6.495600
H: 5.310600 -0.495100 -4.286500
H: 3.670000 -0.250800 -2.461300
C: 0.943400 -3.010100 2.817900
C: -0.442800 -2.604100 2.500300
N: -0.829700 -1.694800 1.621400
C: -2.200200 -1.672100 1.659700
C: -2.642600 -2.585100 2.593700
N: -1.510400 -3.152600 3.106700
C: -3.966500 -3.058200 3.110500
O: -5.042000 -2.520800 2.601500
O: -3.963200 -3.909500 3.964300
C: -2.976400 -0.772200 0.763500
O: -4.200500 -0.756800 0.829600
O: -2.280800 -0.062200 -0.037200
H: 1.639800 -2.599800 2.095300
H: 1.017300 -4.095300 2.796800
H: 1.217700 -2.665200 3.814900
H: -1.540900 -3.871500 3.820000
H: -4.870100 -1.822800 1.902100
N: -0.522500 -1.364300 -1.447700
C: -1.096300 -2.181300 -2.221800
C: -1.972100 -1.716300 -3.314700
C: -2.835600 -0.637400 -3.125200
C: -3.666500 -0.224900 -4.151200
C: -3.614600 -0.852700 -5.387000
C: -2.740200 -1.909900 -5.589000
C: -1.929700 -2.347200 -4.557800
C: -0.893500 -3.631400 -2.068100
C: -1.923100 -4.531000 -2.336400
C: -1.717700 -5.886400 -2.157400
C: -0.485900 -6.352000 -1.723400
C: 0.541100 -5.460800 -1.447000
C: 0.331400 -4.104800 -1.600400
H: -2.893500 -0.161700 -2.158500
H: -4.360500 0.587200 -3.988700
H: -4.265900 -0.531200 -6.186700
H: -2.691000 -2.397700 -6.551600
H: -1.247200 -3.168200 -4.713500
H: -2.883300 -4.162000 -2.661300
H: -2.522200 -6.579000 -2.355300
H: -0.327500 -7.412800 -1.606800
H: 1.499400 -5.830700 -1.111100
H: 1.117500 -3.395900 -1.389300
Se: 1.435300 0.849100 2.431300
N: 1.575800 -0.186100 1.014400
C: 2.772300 -0.784800 1.001900
C: 3.251300 -1.688300 0.037000
C: 4.493300 -2.232800 0.221700
C: 5.283400 -1.921200 1.350500
C: 4.863700 -1.024500 2.288800
C: 3.593300 -0.431700 2.135800
N: 3.022300 0.417600 2.979800
H: 2.631100 -1.912800 -0.818300
H: 4.892200 -2.915900 -0.511100
H: 6.238200 -2.406800 1.470100
H: 5.462700 -0.757600 3.142300

Cartesian forces (eV/Å) of the 2 atoms listed first:
Ta 0.5 -0.4 -0.1
O 0.2 -0.2 0.3

- net charge = +1
- Kohn-Sham gap (eV) = 6.56
- highest occupied orbital energy (eV) = -10.9

Record 7
# C30H80MnN6O8

A molecular structure, C30H80MnN6O8 (the ωB97M-V functional and the def2-TZVPD basis, OMol25).

Geometry (Å):
Mn: 1.803904 -3.609904 0.156853
C: -1.706486 -5.191926 -1.447628
C: -0.543710 -5.759080 -0.648491
C: -0.116499 -7.103768 -1.199350
O: 0.521334 -4.895847 -0.536690
H: -2.555691 -5.873600 -1.324490
H: -1.484136 -5.110330 -2.512948
H: -2.037929 -4.224961 -1.061053
H: -0.909289 -5.977893 0.378663
H: 0.630266 -7.608310 -0.583306
H: 0.305697 -7.016377 -2.205091
H: -0.970721 -7.789445 -1.255602
C: -0.747377 -0.894908 -0.503865
C: 0.670586 -0.689755 -1.020049
C: 1.291803 0.622668 -0.501806
O: 1.457781 -1.784055 -0.753047
H: -1.185743 -1.774989 -0.990695
H: -1.434263 -0.094065 -0.799679
H: -0.769570 -1.095574 0.570295
H: 0.576893 -0.565024 -2.119100
H: 0.557484 1.429212 -0.443005
H: 2.087072 0.934815 -1.178312
H: 1.584682 0.459592 0.543968
C: 3.354195 -1.024506 3.493024
C: 2.698287 -2.190263 2.764210
C: 1.181606 -2.043747 2.779997
O: 0.654651 -3.106446 1.999898
C: -0.677367 -3.491017 2.284700
N: 3.126982 -2.306221 1.347964
H: 3.294287 -0.084500 2.943192
H: 4.389598 -1.252601 3.732378
H: 2.811560 -0.828345 4.425621
H: 2.987965 -3.132928 3.235311
H: 0.924032 -1.084190 2.315590
H: 0.864789 -2.107442 3.823817
H: -0.879202 -4.430219 1.769962
H: -1.397826 -2.777033 1.878157
H: -0.795485 -3.678261 3.353951
H: 4.134599 -2.110918 1.242190
H: 2.704131 -1.538536 0.807065
C: 1.564012 2.508079 3.695935
C: 1.559925 3.812453 2.919141
C: 1.628599 3.517655 1.425893
O: 1.567444 4.755217 0.748157
C: 1.348100 4.616340 -0.619061
N: 0.431204 4.624612 3.308484
H: 1.586523 2.715606 4.770077
H: 2.410214 1.868727 3.449003
H: 0.633066 1.932884 3.606747
H: 2.506476 4.286147 3.202294
H: 0.753566 2.920019 1.128166
H: 2.516217 2.914062 1.186561
H: 0.322065 4.271037 -0.832118
H: 2.032399 3.908649 -1.105770
H: 1.457257 5.577889 -1.120402
H: 0.446953 5.514111 2.814301
H: -0.410180 4.221174 2.884514
C: -4.149328 -0.839313 1.064613
C: -5.616896 -0.440025 1.012084
C: -5.910065 0.804577 1.804732
O: -7.298444 0.886715 2.028963
C: -7.637512 1.962598 2.869939
N: -6.011662 -0.186504 -0.396331
H: -3.958571 -1.699096 0.419816
H: -3.807415 -1.075406 2.070164
H: -3.602087 0.002889 0.633537
H: -6.234281 -1.260763 1.404460
H: -5.531240 1.659801 1.226474
H: -5.398005 0.785472 2.779775
H: -7.596342 2.926639 2.340537
H: -6.992386 2.017890 3.751809
H: -8.683079 1.843168 3.153408
H: -7.020714 -0.291167 -0.466595
H: -5.672628 -0.960705 -0.964785
C: 5.639401 0.210518 -2.261274
C: 5.686404 -0.942216 -1.244176
C: 5.687958 -0.348791 0.161631
O: 5.701575 -1.295808 1.213296
C: 6.925689 -1.992689 1.316842
N: 4.556339 -1.857302 -1.429302
H: 5.681595 -0.175422 -3.275926
H: 6.453998 0.923644 -2.096402
H: 4.713760 0.768977 -2.096750
H: 6.613916 -1.503290 -1.391710
H: 4.753006 0.211611 0.274112
H: 6.538105 0.336936 0.241149
H: 6.892582 -2.648739 2.185148
H: 7.745688 -1.283682 1.473895
H: 7.109656 -2.609780 0.436442
H: 4.470094 -2.148761 -2.391920
H: 3.678524 -1.462603 -1.102062
C: -2.413896 6.729589 1.860944
C: -2.253025 5.975747 0.556140
C: -2.713579 4.536788 0.737885
O: -1.981194 3.946700 1.770467
C: -2.084976 2.538501 1.861910
N: -3.086277 6.558648 -0.511492
H: -1.897133 6.248646 2.693637
H: -3.461439 6.772908 2.180586
H: -2.088719 7.770128 1.780371
H: -1.227763 5.952473 0.183869
H: -2.619138 3.987104 -0.209769
H: -3.794704 4.576692 0.963607
H: -2.962526 2.237781 2.445288
H: -1.190698 2.143128 2.336244
H: -2.216422 2.127832 0.854990
H: -3.139758 7.560082 -0.352434
H: -4.047666 6.242414 -0.410545
C: -1.579355 -1.735816 -4.024116
C: -0.409335 -2.511277 -4.630017
C: 0.400012 -1.632196 -5.544535
O: -0.396041 -1.235441 -6.628874
C: 0.348244 -0.675873 -7.663655
N: 0.482701 -3.112211 -3.619846
H: -1.337899 -0.762700 -3.593304
H: -2.079167 -2.311296 -3.232984
H: -2.386305 -1.624813 -4.757347
H: -0.834255 -3.338059 -5.204609
H: 1.267465 -2.212286 -5.892596
H: 0.778592 -0.745850 -5.010410
H: 0.781667 0.291415 -7.371098
H: -0.313050 -0.484087 -8.509396
H: 1.142509 -1.344526 -8.019130
H: -0.114077 -3.568425 -2.936506
H: 0.942815 -2.385038 -3.073367

Cartesian forces (eV/Å) of the 2 atoms listed first:
Mn -1.2 0.3 -1.0
C -0.4 -0.2 0.3

- Kohn-Sham gap (spin up / spin down) (eV) = 8.39 / 8.55
- highest occupied orbital energy (spin up / spin down) (eV) = -8.0 / -8.3
- 2S+1 = 6

Record 8
# CH5NO7P2Pd

A molecular structure, CH5NO7P2Pd (the ωB97M-V functional and the def2-TZVPD basis, OMol25).

Geometry (Å):
N: -2.392266 -1.167027 -1.732890
P: -1.121409 -1.367681 -0.852328
O: -0.480396 -2.743491 -1.087253
O: -1.305546 -1.183451 0.712779
O: 0.052593 -0.323106 -1.321161
C: -0.121196 0.899792 -0.881034
O: -1.112263 1.376303 -0.436359
O: 1.037818 1.689400 -1.032450
P: 2.104800 1.629480 0.133334
O: 1.940803 2.968552 0.999502
O: 1.841878 0.263400 1.029863
H: -3.221465 -0.930026 -1.203438
H: -0.089673 -3.108356 -0.284331
H: -1.942737 -1.839491 1.016575
H: 1.937703 2.844372 1.964030
H: 2.659734 -0.265443 0.907773
Pd: 0.211622 1.256773 2.067387

Cartesian forces (eV/Å) of the 2 atoms listed first:
N 0.8 0.4 0.3
P -2.7 -0.6 -1.0

- net charge = +2
- Kohn-Sham gap (eV) = 3.05
- highest occupied orbital energy (eV) = -17.0

Record 9
# CH26O12

12 unconnected molecules or ions with the total composition CH26O12 (the ωB97M-V functional and the def2-TZVPD basis, OMol25).

Geometry (Å):
O: -25.015634 7.612371 0.360217
H: -25.399874 7.816496 1.215963
H: -24.269664 7.057432 0.599319
H: -25.623840 7.127745 -0.202648
C: -22.219977 6.372683 1.862174
O: -22.952332 5.900742 0.772648
H: -22.929646 6.598125 2.658192
H: -21.495529 5.747870 2.384555
H: -21.649711 7.234579 1.515680
O: -22.314395 9.802436 1.910629
H: -22.790492 10.427307 1.363739
H: -21.996828 9.139850 1.297134
O: -23.179665 2.954861 0.619425
H: -23.041788 3.897390 0.525379
H: -23.603352 2.691603 -0.197536
O: -21.581719 2.909950 2.848988
H: -21.978189 2.810352 1.983474
H: -21.654084 3.845122 3.039932
O: -18.828388 6.432094 0.229995
H: -17.878384 6.487612 0.333168
H: -19.178159 6.700648 1.079568
O: -21.207889 8.277210 -0.749127
H: -21.354827 7.603142 -0.085601
H: -21.191080 7.798545 -1.577881
O: -18.954506 4.166713 3.734062
H: -19.861923 4.108470 4.033088
H: -18.784078 5.106155 3.665991
O: -25.758526 5.902108 4.324868
H: -24.837175 5.913820 4.584097
H: -25.898362 5.022004 3.975463
O: -23.711960 5.827290 -1.907040
H: -24.662404 5.906859 -1.826108
H: -23.394018 5.819777 -1.004211
O: -20.526630 4.579679 -0.779080
H: -21.380843 5.010224 -0.744752
H: -19.923432 5.211716 -0.388053
O: -20.400088 9.151994 4.119950
H: -20.925796 9.391576 3.356761
H: -20.548822 9.860731 4.745898

Cartesian forces (eV/Å) of the 2 atoms listed first:
O -0.4 1.2 0.0
H -1.1 0.6 0.8

- net charge = +1
- Kohn-Sham gap (spin up / spin down) (eV) = 8.45 / 4.88
- highest occupied orbital energy (spin up / spin down) (eV) = -13.6 / -13.6
- 2S+1 = 2

Going through the records in order, we get maximum force values of 1.73, 0.33, 1.79, 2.88, 5.52, 2.01, 1.62, 2.97, 2.67 eV/Å.